{
  "formula": "C4H5NO2",
  "method": "wB97M-V/def2-TZVPD",
  "elements": ["C", "C", "C", "O", "C", "O", "N", "H", "H", "H", "H", "H"],
  "xyz": [[-1.927, 0.391, 0.263], [-0.487, 0.032, 0.054], [0.015, -1.066, -0.625], [1.265, -0.634, -1.139], [1.553, 0.279, -0.260], [2.839, 0.237, 0.056], [0.565, 0.916, 0.313], [-2.054, 1.276, 0.889], [-2.358, 0.613, -0.724], [-2.516, -0.438, 0.664], [0.284, -2.022, -0.173], [2.913, 0.474, 0.986]],
  "smiles": "Cc1coc(O)n1",
  "energy_ha": -360.5588,
  "multiplicity": 1,
  "e_above_lowest_kj_mol": 290.4
}

---

{
  "formula": "C4H5NO2",
  "method": "wB97M-V/def2-TZVPD",
  "elements": ["H", "N", "C", "C", "O", "O", "C", "C", "H", "H", "H", "H"],
  "xyz": [[2.062, 0.859, 1.732], [1.328, 1.471, 1.348], [0.800, 0.947, 0.318], [1.272, -0.387, -0.221], [2.431, -0.694, -0.254], [0.317, -1.265, -0.639], [-0.946, -0.986, -0.129], [-1.830, -0.260, -0.792], [-0.055, 1.426, -0.175], [-1.055, -1.332, 0.893], [-2.694, 0.142, -0.274], [-1.631, 0.078, -1.805]],
  "smiles": "[H]/N=C\\C(=O)OC=C",
  "energy_ha": -360.5945,
  "multiplicity": 1,
  "e_above_lowest_kj_mol": 196.8
}

---

{
  "formula": "C4H5NO2",
  "method": "wB97M-V/def2-TZVPD",
  "elements": ["C", "C", "C", "O", "N", "C", "O", "H", "H", "H", "H", "H"],
  "xyz": [[1.576, -0.129, 1.257], [1.088, 0.829, 0.444], [-0.257, 1.105, 0.037], [-0.638, 2.081, -0.520], [-1.194, -0.057, 0.293], [-2.068, -0.290, 1.224], [-0.816, -0.969, -0.498], [2.661, -0.055, 1.582], [1.045, -1.031, 1.459], [1.716, 1.683, 0.159], [-2.737, -1.183, 1.181], [-2.495, 0.516, 1.944]],
  "smiles": "C=CC(=O)[N+](=C)[O-]",
  "energy_ha": -360.5149,
  "multiplicity": 1,
  "e_above_lowest_kj_mol": 405.6
}

---

{
  "formula": "C4H5NO2",
  "method": "wB97M-V/def2-TZVPD",
  "elements": ["O", "C", "C", "N", "O", "C", "C", "H", "H", "H", "H", "H"],
  "xyz": [[2.350, 0.366, -0.063], [1.166, 0.595, -0.520], [0.074, -0.257, -0.276], [0.411, -1.503, 0.131], [-0.749, -2.076, 0.368], [-1.764, -1.154, 0.134], [-1.324, 0.063, -0.299], [2.316, -0.452, 0.481], [-0.123, 2.462, 0.514], [1.094, 1.494, -1.128], [-2.740, -1.571, 0.346], [-0.712, 2.033, 0.312]],
  "energy_ha": -360.4244,
  "multiplicity": 1,
  "e_above_lowest_kj_mol": 643.2
}

---

{
  "formula": "C4H5NO2",
  "method": "wB97M-V/def2-TZVPD",
  "elements": ["O", "C", "C", "O", "N", "C", "C", "H", "H", "H", "H", "H"],
  "xyz": [[1.719, 1.705, 0.981], [1.825, 0.578, 0.569], [0.619, -0.111, -0.026], [0.924, -1.115, -0.885], [-0.115, -1.206, 0.532], [-1.361, -0.764, -0.173], [-0.757, 0.640, -0.255], [2.803, 0.048, 0.533], [-2.273, -0.961, 0.405], [-1.428, -1.261, -1.143], [-0.840, 1.201, -1.179], [-1.071, 1.248, 0.608]],
  "energy_ha": -360.4926,
  "multiplicity": 1,
  "e_above_lowest_kj_mol": 464.1
}

---

{
  "formula": "C4H5NO2",
  "method": "wB97M-V/def2-TZVPD",
  "elements": ["N", "C", "C", "C", "O", "C", "O", "H", "H", "H", "H", "H"],
  "xyz": [[-2.313, -0.827, -0.181], [-1.295, -0.227, 0.405], [0.034, -0.553, -0.106], [1.111, 0.230, 0.117], [2.397, -0.202, 0.124], [0.999, 1.706, 0.241], [0.125, 2.317, -0.328], [-3.232, -0.700, 0.224], [-2.306, -1.356, -1.053], [0.295, -1.459, -0.652], [2.400, -1.137, 0.377], [1.786, 2.208, 0.831]],
  "energy_ha": -360.5394,
  "multiplicity": 1,
  "e_above_lowest_kj_mol": 341.5
}